1.
Computed, not measured: a molecular structure, C41H36GeN5O3RbS2, with wB97M-V/def2-TZVPD.

```
89
Properties=species:S:1:pos:R:3:forces:R:3
Rb 0.78672 1.61974 -1.66810 1.51 -0.46 -0.26
N 1.45138 4.19886 0.04236 -0.21 0.01 0.10
C 0.63976 5.35906 -0.34164 0.13 -0.09 0.01
C -0.69184 4.89677 -0.90403 0.01 0.12 0.04
C -0.56456 4.00631 -2.14892 -0.16 0.35 -0.33
O 0.44920 4.14282 -2.86734 -0.11 0.18 -0.09
O -1.48747 3.16847 -2.32105 -0.09 0.19 -0.02
H 0.94605 3.61547 0.70560 0.02 0.08 0.02
H 2.29815 4.47615 0.52448 0.01 -0.04 -0.09
H 1.17614 5.90300 -1.12217 0.02 -0.02 0.00
H 0.46209 6.04748 0.49962 -0.03 0.01 -0.01
H -1.30059 5.76144 -1.19141 0.01 0.02 0.06
H -1.25567 4.34863 -0.14491 0.00 0.00 -0.03
S -0.09121 -5.72568 -6.58145 0.00 -0.03 -0.01
N -0.43722 -4.11917 -6.88413 0.09 0.06 0.19
C 0.08015 -3.45356 -5.82562 -0.12 0.10 -0.22
C -0.00061 -2.02955 -5.63479 -0.21 -0.07 -0.33
C -0.65806 -1.19674 -6.56221 0.07 -0.13 0.07
C -0.75610 0.14557 -6.31163 0.00 0.12 0.04
C -0.19046 0.65629 -5.12985 -0.06 -0.08 -0.05
N 0.42833 -0.10465 -4.25222 0.01 0.20 0.10
C 0.52900 -1.42594 -4.48141 0.16 -0.11 0.35
C 1.16665 -2.26040 -3.46111 -0.21 0.34 -0.20
N 1.61397 -1.66586 -2.33812 0.04 0.05 0.01
C 2.14806 -2.41710 -1.39969 0.03 -0.10 -0.09
C 2.27646 -3.81246 -1.51311 0.04 0.08 0.14
C 1.82602 -4.42747 -2.64919 -0.07 0.02 -0.14
C 1.24588 -3.64980 -3.66888 0.04 -0.37 0.06
C 0.69802 -4.25354 -4.85614 0.10 -0.16 0.17
N 0.68971 -5.58211 -5.11065 -0.02 0.20 0.00
H -1.08096 -1.65034 -7.44962 0.00 -0.01 -0.01
H -1.26437 0.81322 -6.99643 0.00 0.00 0.00
H -0.26962 1.71196 -4.88680 0.01 0.03 0.02
H 2.49680 -1.90388 -0.51132 0.00 0.03 0.03
H 2.72216 -4.37752 -0.70303 0.00 0.00 0.00
H 1.88617 -5.49941 -2.78987 0.00 0.00 0.00
C -3.63392 0.34834 -0.17395 -0.17 0.17 0.14
S -2.11614 0.71106 -1.06806 -0.16 -0.60 0.44
O -1.10541 0.91207 0.03503 -0.73 -0.19 -0.26
C -1.94643 -0.99218 -1.62648 0.03 0.07 0.03
C -2.44141 -1.33741 -2.87526 0.03 -0.02 0.01
C -2.38439 -2.66382 -3.28100 0.02 0.00 -0.02
C -1.82508 -3.62042 -2.44292 0.03 0.05 0.01
C -1.31637 -3.25218 -1.20308 0.06 -0.03 -0.02
C -1.36604 -1.92890 -0.79014 -0.06 -0.08 -0.04
H -3.36367 -0.34381 0.62436 -0.05 -0.03 0.00
H -4.35899 -0.09226 -0.85535 -0.03 -0.01 -0.01
H -4.01775 1.28118 0.23814 0.03 0.03 0.01
H -2.83622 -0.57181 -3.53377 -0.01 0.01 -0.01
H -2.72994 -2.94553 -4.26777 0.00 0.00 0.00
H -1.74072 -4.64552 -2.78080 0.00 -0.02 -0.01
H -0.84675 -3.99475 -0.57053 0.00 0.00 0.03
H -0.95397 -1.61146 0.15851 0.03 0.01 0.10
C 2.37501 0.64990 1.22158 -0.15 -0.09 0.02
Ge 1.14174 0.63259 2.68353 0.01 0.11 -0.18
C 0.27841 2.39769 2.90892 0.05 0.09 0.16
C -1.00749 2.73813 2.48940 -0.07 0.07 -0.08
C -1.48752 4.04065 2.60610 0.09 -0.09 0.05
C -0.68492 5.03232 3.14857 0.01 0.04 0.02
C 0.60432 4.71804 3.56030 0.02 0.01 -0.01
C 1.07684 3.41912 3.43627 -0.15 -0.02 0.06
C -0.24281 -0.78247 2.87714 0.00 -0.25 0.01
C -1.57145 -0.62691 3.27178 0.02 -0.05 0.04
C -2.43137 -1.71707 3.37822 0.03 0.06 -0.03
C -1.97647 -2.99819 3.10137 -0.02 -0.01 0.01
C -0.65089 -3.18194 2.73157 0.02 0.04 -0.05
C 0.19591 -2.08670 2.62050 -0.11 0.02 -0.03
C 2.10199 0.40163 4.41324 -0.02 0.08 0.15
C 3.47292 0.15553 4.42860 0.03 0.01 0.06
C 4.15939 -0.03124 5.62580 -0.04 0.01 -0.05
C 3.48064 0.02996 6.83455 -0.02 0.00 -0.01
C 2.11215 0.27766 6.83969 0.01 0.00 -0.03
C 1.43680 0.45995 5.64005 0.08 -0.03 -0.01
H 2.39057 -0.40065 0.86659 0.11 0.02 -0.07
H -1.62683 1.99867 1.99689 0.05 -0.02 0.07
H -2.48143 4.28108 2.24750 -0.02 0.01 0.00
H -1.05184 6.04904 3.23033 0.00 0.00 0.00
H 1.24862 5.49065 3.96540 -0.01 0.01 0.00
H 2.09150 3.19261 3.74526 0.02 -0.01 0.03
H -1.95502 0.35701 3.51114 0.01 0.07 -0.03
H -3.46245 -1.55968 3.67609 -0.01 -0.01 0.00
H -2.64750 -3.84617 3.17316 0.00 0.00 0.00
H -0.28018 -4.17667 2.51195 0.00 -0.01 0.00
H 1.22305 -2.24659 2.30664 0.02 0.02 -0.01
H 4.00370 0.12112 3.48267 0.00 0.00 -0.03
H 5.22673 -0.22168 5.61187 0.01 0.00 0.01
H 4.01227 -0.11355 7.76827 0.01 0.00 0.01
H 1.57247 0.32758 7.77901 0.00 0.00 0.01
H 0.36822 0.64990 5.65786 -0.03 0.01 0.00
```
Forces are in eV/Å.

The largest force on an atom comes out at 1.60 eV Å⁻¹. The energy above the lowest of the compared OMol25 structures with the same formula, charge and spin is 15.79 kcal/mol. As for the net charge: -2. The frontier orbital gap (spin up / spin down) is 5.639 / 3.900 eV. As for the total energy: -4980.84490 Eh.

Atomic partial charges in e from the Löwdin method, atoms 1 to 2: 0.874, 0.008

***

2.
Computed, not measured: 8 unconnected molecules or ions with the total composition C16H48O8S5, with wB97M-V/def2-TZVPD.

```
77
Properties=species:S:1:pos:R:3:forces:R:3
C 0.60474 -1.19097 -0.90344 3.79 -2.43 1.63
C -0.26226 -0.05297 -0.57744 -2.00 -2.54 -5.50
O -1.65926 -0.36297 -0.61444 0.35 -1.16 -4.08
H 0.61374 -1.46397 -1.92544 -1.28 -0.82 -1.09
H 0.55374 -2.04897 -0.17944 -0.75 0.41 -0.93
H 1.77074 -1.14097 -0.90044 -1.63 1.34 0.60
H -0.23926 0.55503 -1.43444 0.93 2.02 -0.40
H -0.27526 0.29303 0.30856 1.99 3.37 6.17
H -1.98626 -0.35897 0.22956 -1.24 -0.36 3.48
C -2.54626 -4.93397 -0.59444 -2.51 -2.97 -0.79
C -2.29526 -3.52897 -0.17944 -0.34 -3.28 3.31
O -2.00626 -3.54497 1.20156 -0.27 -1.31 1.30
H -1.90226 -5.75197 -0.14644 -0.64 1.34 0.00
H -2.34426 -5.03497 -1.66744 -0.07 0.19 -0.03
H -3.67626 -5.29697 -0.51444 2.27 0.78 0.21
H -3.03426 -2.89397 -0.44344 -2.40 2.17 -0.85
H -1.42926 -3.33797 -0.59144 4.24 1.92 -2.80
H -1.87626 -2.70197 1.62256 -0.29 0.94 -0.49
C 1.92474 4.82903 0.37356 0.50 -5.13 0.88
C 0.85574 3.74903 0.06956 -1.14 3.31 5.17
O -0.42626 4.31103 0.15056 -1.15 0.75 -0.17
H 2.86774 4.24703 0.58456 -0.41 1.10 -0.62
H 1.62674 5.23003 1.26656 -0.60 1.32 2.34
H 1.93374 5.54903 -0.34444 0.49 1.86 -2.21
H 0.76574 2.94403 0.78556 0.91 -0.27 0.61
H 0.98274 3.33803 -0.78644 1.04 -2.72 -6.01
H -0.73726 4.60703 -0.73044 0.39 -0.38 0.41
C -2.00126 1.16503 3.35456 0.91 1.37 -0.06
S -2.72626 -0.42597 3.28956 -1.49 0.33 -0.61
O -2.47326 -0.90597 1.89956 0.07 -0.12 -0.29
C -1.62926 -1.24797 4.30656 3.01 -3.21 -0.33
H -0.90826 1.11003 3.01956 -1.28 0.07 0.98
H -2.23526 1.63803 4.36956 0.69 -0.49 -1.49
H -2.49226 1.71903 2.53356 -0.02 -0.01 0.60
H -1.89326 -2.36297 4.40756 -0.24 1.89 0.57
H -1.38726 -0.65697 5.17156 -0.45 -0.25 0.84
H -0.61026 -1.39797 3.81056 -1.17 0.73 0.07
C -0.08826 2.24003 -3.72244 6.66 9.54 -2.68
S -0.97026 3.83403 -3.84644 -1.49 -1.32 1.75
O -0.98926 4.40103 -2.43344 -0.20 -0.39 -1.23
C 0.24774 4.78303 -4.60744 -0.53 2.54 1.67
H -0.55926 1.45903 -3.73744 -5.76 -8.27 0.62
H 0.64274 2.42803 -2.94244 0.00 -0.47 0.22
H 0.47774 2.24703 -4.73244 -0.56 -0.17 1.52
H -0.26426 5.77703 -4.54844 0.61 -0.56 -0.48
H 0.49074 4.52903 -5.57444 0.37 -0.63 -2.21
H 1.10374 4.88003 -3.97244 0.69 -0.21 0.40
C 2.51174 -4.82097 0.58356 -2.26 0.42 2.52
S 4.02074 -4.09597 0.19356 3.16 -0.12 2.95
O 4.64574 -3.58297 1.51256 -1.31 0.57 -1.82
C 4.97574 -5.62397 0.19056 -5.59 -2.71 1.86
H 1.82374 -3.94797 1.01056 1.04 -1.95 -1.48
H 2.57274 -5.57697 1.43456 0.21 0.94 -1.16
H 2.25274 -5.31097 -0.35144 -0.96 0.09 0.04
H 5.14474 -5.98097 1.20956 -0.54 0.63 0.21
H 5.83574 -5.43797 -0.15244 6.79 1.88 -2.79
H 4.64674 -6.51297 -0.34944 -0.67 0.30 -0.39
C -5.53426 0.72303 -1.87944 0.32 -1.96 -2.66
S -3.84526 1.07403 -2.35144 -0.76 1.27 -2.89
O -3.95526 1.90303 -3.64744 0.47 -0.80 1.56
C -3.42626 2.18903 -1.03644 -11.78 -10.51 5.34
H -5.38126 -0.08497 -1.22044 -0.39 -0.80 1.51
H -6.02726 0.22003 -2.78644 0.75 1.02 1.12
H -6.09126 1.53903 -1.53644 -0.70 1.17 0.60
H -3.26626 1.50703 -0.22844 0.88 0.26 0.74
H -4.19826 2.87003 -0.80644 -1.72 0.36 0.35
H -2.86126 2.73603 -1.35044 12.96 10.15 -5.77
C 4.12874 1.73903 2.12456 8.27 0.46 1.78
S 4.52374 0.04203 2.27856 1.38 -2.08 1.95
O 4.65574 -0.27797 3.75256 -0.12 0.57 -1.01
C 2.95474 -0.57597 1.80056 -1.51 5.76 -1.16
H 4.74474 2.25003 3.06656 -1.14 -1.10 -2.94
H 3.22974 1.83503 2.37656 -7.68 1.24 1.56
H 4.41274 2.00103 1.13456 0.13 0.92 -0.61
H 2.11674 0.09103 2.34956 1.61 -1.81 -1.58
H 2.85774 -1.54697 1.88756 -0.26 -4.98 1.67
H 2.99274 -0.56097 0.68656 -0.60 1.04 0.49
```
Forces are in eV/Å.

The largest force on an atom comes out at 17.44 eV Å⁻¹. The energy above the lowest of the compared OMol25 structures with the same formula, charge and spin is 13.73 kcal/mol. The frontier orbital gap is 8.770 eV. As for the total energy: -3230.70945 Eh.

Atomic partial charges in e from the Löwdin method, atoms 1 to 2: -0.072, -0.253

***

3.
Computed, not measured: C3H5NO4 in the gas phase, with wB97M-V/def2-TZVPD.

```
13
Properties=species:S:1:pos:R:3:forces:R:3
O -2.08067 -1.45008 0.13977 0.48 -0.87 0.60
C -2.30042 -0.49406 -0.51488 -1.20 1.25 -0.36
O -1.65861 0.69211 -0.48551 0.11 1.32 0.22
C -0.64432 1.15677 0.42588 1.59 -1.25 -0.31
O 0.63526 0.72047 -0.02392 -0.37 -0.46 -0.01
C 1.00371 -0.55448 0.26597 1.15 -0.32 0.73
N 2.20128 -0.96427 0.07100 -0.76 -0.12 -0.04
O 3.03272 -0.00168 -0.50660 1.81 -1.29 -0.78
H -3.18678 -0.37290 -1.21518 1.08 -0.23 0.44
H -0.72355 0.82026 1.48291 -0.78 0.20 -0.72
H -0.48216 2.23677 0.31204 -1.14 -0.33 0.12
H 0.33753 -1.24936 0.83026 0.32 0.77 -0.78
H 3.86601 -0.53954 -0.78173 -2.29 1.32 0.88
```
Forces are in eV/Å.

The largest force on an atom comes out at 2.79 eV Å⁻¹. The energy above the lowest of the compared OMol25 structures with the same formula, charge and spin is 81.08 kcal/mol. The frontier orbital gap is 10.174 eV. As for the total energy: -472.94024 Eh.

Atomic partial charges in e from the Löwdin method, atoms 1 to 2: 0.101, -0.348

***

4.
Computed, not measured: 2 unconnected molecules or ions with the total composition C4H13N2O2, with wB97M-V/def2-TZVPD.

```
21
Properties=species:S:1:pos:R:3:forces:R:3
C 2.35442 0.40825 -0.49828 -0.24 -0.03 0.14
N 2.51827 -0.56940 0.59843 -1.05 0.24 0.77
C 1.32296 -0.80741 1.39557 0.27 0.12 0.63
O 0.43343 -1.72249 0.76933 0.96 -0.92 -1.80
H 1.64178 0.06316 -1.26808 0.39 -0.34 0.30
H 3.31849 0.53727 -1.00496 -0.34 0.14 0.21
H 1.94109 1.37261 -0.15159 0.41 -0.07 0.01
H 3.16548 -0.22766 1.30948 0.42 -0.07 -0.70
H 1.60519 -1.25088 2.37657 -0.01 0.55 -0.61
H 0.67874 0.07412 1.54237 0.37 0.23 0.27
H 1.05325 -2.26374 0.19974 -0.98 0.29 0.81
O -2.73464 1.57678 -1.94775 -0.46 -0.86 4.01
C -2.97704 1.34841 -0.73638 -0.28 1.20 -3.83
C -2.19282 0.36796 0.06157 -0.11 -0.26 0.04
N -1.14778 -0.22175 -0.78348 1.23 0.78 0.54
H -3.83569 1.81428 -0.21816 0.27 0.05 -0.19
H -1.63716 0.86640 0.85362 -0.48 0.04 0.44
H -2.89236 -0.39384 0.44845 0.54 0.22 0.06
H -1.50254 -0.73048 -1.56376 -0.51 -0.72 -0.70
H -0.64010 0.57226 -1.21048 -0.09 -0.45 0.12
H -0.47294 -0.81385 -0.17221 -0.32 -0.15 -0.52
```
Forces are in eV/Å.

The largest force on an atom comes out at 4.13 eV Å⁻¹. The energy above the lowest of the compared OMol25 structures with the same formula, charge and spin is 67.79 kcal/mol. As for the net charge: +1. The frontier orbital gap is 10.150 eV. As for the total energy: -419.91740 Eh.

Atomic partial charges in e from the Löwdin method, atoms 1 to 2: -0.105, -0.086

***

5.
Computed, not measured: a molecular structure, C7H9PS3, with wB97M-V/def2-TZVPD.

```
20
Properties=species:S:1:pos:R:3:forces:R:3
C 1.19105 0.41689 1.34140 -0.25 0.14 0.00
C 2.30254 0.14515 0.40001 0.23 -0.25 0.15
C 0.43866 -0.87243 1.37488 0.04 -0.21 -0.03
C 2.14215 -1.08383 -0.11689 0.48 0.32 0.11
C -0.43000 0.93031 -0.82941 0.27 0.32 -0.35
C 0.97638 -1.71230 0.48270 -0.17 -0.07 0.37
C -2.88594 0.71851 0.45396 0.31 -0.04 -0.28
P 0.78373 1.11353 -1.99780 -0.90 0.06 0.57
S 0.03947 1.72472 0.67687 0.34 0.01 -0.23
S 0.15680 -0.03711 -3.63174 0.21 -0.04 -0.34
S -1.93654 0.01699 -0.91686 0.09 0.03 -0.09
H 1.48395 0.82721 2.30670 0.08 -0.07 0.09
H 3.06173 0.86705 0.16481 0.15 0.10 -0.09
H -0.43447 -1.02175 1.98373 -0.15 -0.07 0.06
H 2.77393 -1.56139 -0.84574 0.12 0.00 -0.14
H 0.64346 -2.70360 0.23864 -0.19 -0.17 -0.02
H -2.42269 0.45344 1.39914 -0.09 0.03 0.07
H -3.87609 0.28247 0.37720 -0.12 -0.02 0.01
H -2.93158 1.79775 0.34302 -0.12 0.04 0.10
H -1.07654 -0.30163 -3.20464 -0.33 -0.08 0.06
```
Forces are in eV/Å.

The largest force on an atom comes out at 1.07 eV Å⁻¹. The energy above the lowest of the compared OMol25 structures with the same formula, charge and spin is 36.14 kcal/mol. The frontier orbital gap is 7.577 eV. As for the total energy: -1807.98768 Eh.

Atomic partial charges in e from the Löwdin method, atoms 1 to 2: -0.538, -0.198

***

6.
Computed, not measured: C2HCl2O2P in the gas phase, with wB97M-V/def2-TZVPD.

```
8
Properties=species:S:1:pos:R:3:forces:R:3
C 0.54738 -1.03727 0.11841 -2.17 1.00 -0.40
C 0.93928 0.22406 0.01263 -1.85 -2.24 1.25
O 0.08658 1.15456 0.36011 -1.14 2.01 -0.25
O -2.31530 1.84413 0.20948 -0.30 -0.09 0.09
P -1.34940 1.04806 -0.53835 0.07 1.62 -0.43
Cl 1.43098 -2.35043 -0.21657 1.46 -2.30 -0.47
Cl -1.24002 -1.30211 0.29360 1.06 -0.98 0.81
H 1.90051 0.41899 -0.23931 2.87 0.98 -0.60
```
Forces are in eV/Å.

The largest force on an atom comes out at 3.17 eV Å⁻¹. The energy above the lowest of the compared OMol25 structures with the same formula, charge and spin is 15.34 kcal/mol. The frontier orbital gap is 9.750 eV. As for the total energy: -1489.00569 Eh.

Atomic partial charges in e from the Löwdin method, atoms 1 to 2: -1.112, -0.383